Entry 1:
Density functional theory data (wB97M-V/def2-TZVPD) for a structure of composition C35H30BrClMgN5O13P.

```
87
Properties=species:S:1:pos:R:3:forces:R:3:mulliken_charge:R:1
Mg 1.38542 0.07208 -1.48829 0.366 0.152 -0.280 2.9204
Br -3.61934 3.18728 6.88383 0.025 0.014 -0.008 -0.2291
C -2.12902 3.88827 5.92717 0.005 -0.016 0.075 0.1590
C -0.96104 4.18239 6.60633 -0.001 -0.017 -0.004 -0.5168
C 0.11660 4.70372 5.90424 0.000 0.052 -0.004 -0.2409
C 0.03808 4.91040 4.53079 -0.137 -0.057 0.121 -0.0503
C -1.15406 4.61486 3.86829 -0.129 -0.020 0.003 0.3033
C -2.23734 4.10487 4.56287 0.042 0.044 -0.089 -0.6712
N 1.09096 5.59226 3.87135 0.167 0.080 -0.049 -0.9601
N 1.64245 5.14641 2.83503 -0.033 -0.070 -0.066 -0.2093
C 1.47146 3.86604 2.32761 -0.010 -0.077 0.049 -0.0119
C 1.14420 2.71585 3.06280 0.092 0.069 -0.104 -0.3461
C 1.06552 1.46217 2.49936 -0.022 -0.037 0.035 -1.4206
C 1.27152 1.25590 1.11496 -0.026 -0.042 -0.127 0.2079
O 1.17364 0.13305 0.54998 0.007 0.061 0.078 -0.0628
C 1.64655 2.43977 0.33907 0.031 -0.067 -0.071 0.4527
N 1.86451 2.22156 -0.97478 -0.026 0.007 0.033 -0.3052
C 2.26789 3.20765 -1.73484 -0.027 -0.036 0.063 -0.5817
C 2.46356 4.50266 -1.22746 -0.011 0.039 0.039 -0.9909
C 2.20808 4.75282 0.09498 0.023 0.017 -0.069 -0.5598
C 1.78906 3.70059 0.93588 -0.050 0.043 0.084 1.1623
H -0.89229 4.00941 7.67177 0.000 0.004 0.001 0.3933
H 1.03712 4.95597 6.41570 -0.009 -0.008 0.014 0.3758
H -1.22029 4.77006 2.79880 0.002 0.001 0.015 0.3737
H -3.15810 3.87094 4.04627 0.006 -0.004 -0.007 0.4029
H 0.99420 2.79983 4.12922 0.000 -0.028 0.014 0.3994
H 0.84638 0.59334 3.10673 -0.003 0.023 0.019 0.5123
H 2.44466 2.97461 -2.77897 -0.008 -0.008 0.000 0.5482
H 2.80424 5.28994 -1.88777 -0.003 0.005 0.006 0.3710
H 2.32634 5.74148 0.51699 0.014 0.000 -0.005 0.4699
O 5.18053 -0.50992 -0.33781 0.084 -0.026 -0.080 -0.8322
C 4.10198 -0.80582 -0.85564 -0.036 0.126 0.136 0.0189
O 3.41072 -0.06268 -1.62163 -0.214 -0.073 0.051 -0.7890
C 3.55845 -2.21166 -0.56355 -0.085 -0.019 -0.159 0.6838
C 4.35112 -3.03058 0.19438 0.099 -0.058 0.011 -0.3604
C 4.00701 -4.36176 0.45694 -0.002 0.009 -0.037 -0.7804
C 2.86279 -4.90618 -0.09847 0.007 -0.088 0.115 -0.1703
C 2.06515 -4.10921 -0.87556 0.108 0.120 -0.167 -0.2223
C 2.29502 -2.69171 -1.08540 -0.179 0.017 0.017 0.0615
O 1.40664 -1.95774 -1.60260 0.113 -0.180 0.100 -1.0391
N 0.90760 -4.76360 -1.46410 -0.288 0.349 0.186 1.2958
O 0.59580 -4.47107 -2.60103 0.091 -0.122 -0.160 -0.6440
O 0.29456 -5.57443 -0.78154 0.105 -0.179 -0.070 -0.6629
N 4.85151 -5.19056 1.27192 0.001 -0.050 0.172 1.0579
O 4.51801 -6.35871 1.46982 0.063 0.117 -0.068 -0.6962
O 5.86519 -4.70277 1.75622 -0.068 -0.058 -0.078 -0.6729
H 5.27291 -2.61434 0.57583 -0.017 0.011 0.008 0.6378
H 2.59442 -5.93745 0.07808 0.015 0.021 -0.009 0.5688
Cl -3.66430 2.14953 -6.73088 0.001 -0.004 -0.004 -0.2932
C -2.34033 1.62818 -5.70382 0.042 -0.037 -0.034 0.2134
C -1.20311 1.04374 -6.28528 -0.039 0.027 0.024 -0.5405
C -0.15998 0.63405 -5.50213 0.008 -0.044 -0.008 -0.5362
C -0.17607 0.76498 -4.07344 -0.018 0.031 0.018 -0.1420
O 0.80189 0.35255 -3.38494 0.073 0.025 0.040 -0.5879
C -1.34871 1.37605 -3.52220 0.038 -0.033 0.011 1.4237
C -1.50373 1.57677 -2.09737 -0.043 -0.009 0.044 -0.5116
O -0.71979 1.27429 -1.21710 0.063 -0.079 -0.075 -0.5287
C -2.40512 1.78891 -4.34876 -0.001 0.042 0.051 -1.0187
H -1.16316 0.91862 -7.36053 -0.002 0.003 -0.001 0.3803
H 0.71707 0.17269 -5.93848 -0.008 0.003 0.001 0.4546
H -2.45784 2.06861 -1.81171 0.000 0.003 -0.003 0.0561
H -3.28081 2.23981 -3.89365 0.002 -0.006 -0.001 0.3729
C -5.14409 -1.51440 -0.55208 -0.011 0.006 0.020 -0.7485
C -4.40255 -1.69618 0.76246 0.061 -0.031 -0.047 -0.3995
O -3.18767 -2.41312 0.59720 0.002 0.088 -0.009 -0.3419
P -1.83097 -1.48419 0.26800 -0.174 -0.167 0.080 -0.3106
O -1.93304 -1.35186 -1.33561 0.021 0.058 -0.017 0.2665
C -1.79763 -2.48366 -2.22038 -0.163 -0.003 -0.005 0.5838
C -2.53219 -2.17805 -3.50470 -0.029 0.033 -0.006 -1.3190
O -0.77905 -2.70620 0.39764 0.026 0.110 0.057 -0.0263
C 0.14814 -2.70056 1.49297 0.002 -0.021 0.087 0.6866
C -0.05996 -3.93739 2.34010 -0.010 -0.004 -0.047 -1.7196
H -6.10810 -1.02624 -0.38149 0.021 -0.012 0.003 0.4441
H -5.32167 -2.48365 -1.02139 0.005 0.003 -0.001 0.2505
H -4.55958 -0.90530 -1.24142 -0.001 -0.006 -0.002 -0.0137
H -5.01145 -2.27169 1.46364 -0.006 0.006 0.018 0.3219
H -4.20367 -0.71784 1.21962 -0.005 -0.006 0.001 0.3475
H -2.20577 -3.37300 -1.73529 0.024 -0.017 -0.004 0.4604
H -0.74077 -2.63335 -2.39950 0.120 -0.027 0.004 -0.3529
H -3.59904 -2.02881 -3.32196 0.000 -0.003 -0.021 0.2838
H -2.40916 -3.01004 -4.20110 -0.003 -0.003 0.004 0.4088
H -2.13239 -1.27731 -3.97267 -0.014 -0.014 -0.004 0.1083
H 0.02710 -1.78419 2.07641 -0.006 -0.003 -0.012 0.2664
H 1.15142 -2.67984 1.06997 -0.053 0.051 0.093 -0.3358
H -1.06116 -3.94092 2.77587 0.005 -0.016 0.000 0.4078
H 0.67820 -3.96665 3.14511 0.000 0.011 -0.004 0.3743
H 0.05862 -4.83041 1.72513 -0.013 0.001 0.013 0.2646
```
Forces are in eV/Å.

**Energy above the lowest of the compared OMol25 structures with the same formula, charge and spin**: 0.0 kcal/mol
**Charge**: -2
**Gap between HOMO and LUMO**: 6.36 eV

Entry 2:
Density functional theory data (wB97M-V/def2-TZVPD) for a structure of composition C35H30ClIMgNO8P3S2.

```
82
Properties=species:S:1:pos:R:3:forces:R:3:mulliken_charge:R:1
Mg 0.99402 -0.10264 0.45316 -0.468 0.362 -0.297 3.1148
C 3.14437 -2.67321 3.45068 -0.004 0.081 0.026 -1.6918
C 2.48578 -3.13049 2.15523 -0.065 -0.041 -0.034 1.1222
O 2.56784 -4.54947 2.03998 0.021 0.014 0.063 -0.6385
P 0.72408 -2.66376 2.14561 -0.171 0.032 0.118 0.1584
O -0.05760 -3.44433 1.03224 0.062 -0.005 -0.121 -0.5438
O 0.19364 -3.36253 3.49825 -0.007 -0.002 -0.033 -0.6252
O 0.43669 -1.19207 2.17902 0.179 -0.318 -0.029 -0.8311
P 3.24553 -2.38550 0.60466 -0.258 -0.038 0.055 0.7980
O 4.28814 -1.29140 1.10262 0.123 0.072 0.011 -0.5727
O 3.94266 -3.53465 -0.02890 0.005 0.002 -0.034 -0.8998
O 2.08094 -1.69406 -0.07258 0.377 -0.001 -0.072 -0.8243
H 2.76040 -3.26236 4.28501 -0.009 -0.002 -0.008 0.3999
H 2.94953 -1.61566 3.64072 0.016 -0.001 -0.023 0.2269
H 4.22275 -2.81196 3.37344 -0.003 -0.009 -0.003 0.4019
H 3.05434 -4.68768 1.20300 0.031 0.019 0.008 0.4796
H -0.18924 -2.90643 0.19170 -0.031 0.049 0.069 0.3612
H -0.73435 -3.13758 3.63587 0.020 -0.006 0.004 0.3289
H 3.86326 -0.40616 1.20107 -0.030 -0.073 0.005 0.4772
Cl 1.57519 5.33432 5.02405 0.008 -0.046 -0.035 -0.3232
C 1.87006 3.99851 3.92173 -0.093 0.025 0.006 0.6613
C 3.15064 3.61575 3.66525 0.079 -0.066 -0.045 -0.4992
C 3.42502 2.54621 2.79580 -0.103 0.131 0.117 -0.1869
I 5.40310 2.00962 2.46292 0.098 -0.047 -0.025 -0.0303
C 2.42051 1.82315 2.15135 -0.075 -0.060 -0.074 0.3150
O 2.60989 0.83292 1.36782 0.036 0.000 0.134 -0.5323
C 1.05930 2.27446 2.42159 -0.040 -0.106 -0.091 -0.3028
N 0.07776 1.59775 1.77287 0.335 -0.005 0.170 -0.2125
C -1.16736 1.92746 1.98448 -0.115 0.057 -0.078 -1.0589
C -1.54841 2.96626 2.85550 -0.004 -0.058 -0.066 -1.2058
C -0.57929 3.66674 3.51050 0.052 0.017 0.027 -0.9975
C 0.77877 3.33616 3.30400 -0.037 0.115 0.084 0.1576
H 3.96934 4.14072 4.13876 0.004 -0.009 0.001 0.3826
H -1.91295 1.37358 1.42771 0.039 -0.007 0.021 1.0772
H -2.59829 3.19635 2.98159 0.004 0.007 -0.001 0.5087
H -0.83046 4.47329 4.18649 0.003 0.009 -0.011 0.3784
S 0.75755 1.53790 -1.46433 -0.020 -0.186 -0.102 -0.6138
C 0.38397 0.37629 -2.74173 -0.057 0.010 0.086 0.6011
C 0.80984 0.65552 -4.04827 0.034 0.034 0.022 -0.6947
C 0.55250 -0.18765 -5.11580 -0.013 -0.022 -0.011 -0.5550
C -0.14576 -1.36923 -4.90011 0.018 0.036 0.008 -0.6246
C -0.57378 -1.67064 -3.61755 -0.019 0.002 0.004 -0.9342
C -0.33461 -0.82663 -2.52854 -0.101 -0.036 0.067 0.6439
S -1.02545 -1.28931 -0.95799 0.253 0.040 0.087 -0.5442
H 1.37005 1.57076 -4.20353 -0.009 -0.003 -0.001 0.3746
H 0.90360 0.07386 -6.10903 0.000 0.001 0.002 0.3114
H -0.36201 -2.04547 -5.72016 0.005 -0.008 0.005 0.3421
H -1.12562 -2.58508 -3.43251 -0.002 0.003 -0.001 0.3702
C -4.68644 5.48375 -0.62438 0.017 -0.018 -0.018 -0.4651
C -3.53029 5.17476 -1.33148 -0.040 0.004 -0.003 -0.7258
C -3.12148 3.85743 -1.45984 0.040 0.000 -0.015 -0.6796
C -3.87313 2.79868 -0.93082 0.210 0.010 0.145 0.7004
C -5.00413 3.13402 -0.18688 -0.141 -0.025 -0.055 -0.4525
C -5.40962 4.45677 -0.03921 0.007 -0.017 -0.016 -0.7293
P -3.03221 1.13268 -0.98569 -0.245 0.053 -0.110 1.3807
C -4.29249 0.10286 -0.11450 -0.023 0.077 0.012 0.2195
C -3.86852 -0.64565 0.97984 0.030 -0.044 0.014 -0.2429
C -4.76938 -1.40778 1.71522 -0.003 0.009 0.012 -0.7325
C -6.10991 -1.43551 1.36257 0.004 0.021 -0.015 -0.5341
C -6.54755 -0.70028 0.26612 0.030 -0.008 0.024 -0.8039
C -5.64362 0.05849 -0.46177 -0.022 -0.043 -0.061 0.2109
C -3.33981 0.62360 -2.73547 0.046 0.024 0.031 0.5715
C -2.83446 1.40043 -3.77724 0.039 0.011 -0.001 -0.3569
C -2.96253 0.99887 -5.09801 -0.014 0.001 0.008 -0.7791
C -3.58688 -0.20051 -5.40680 -0.025 0.014 0.014 -0.4761
C -4.05051 -1.00569 -4.37835 -0.004 0.013 -0.004 -0.8476
C -3.91899 -0.60226 -3.05686 -0.008 -0.016 0.036 -0.0994
H -5.00354 6.51370 -0.51177 0.008 0.000 0.010 0.3512
H -2.92400 5.96492 -1.75818 -0.003 0.000 0.003 0.3998
H -2.16761 3.64808 -1.93110 -0.001 -0.022 0.000 0.2761
H -5.58920 2.35765 0.28922 0.033 0.043 0.013 0.2809
H -6.29667 4.67889 0.54354 -0.001 0.003 -0.004 0.3864
H -2.81546 -0.65568 1.23865 0.001 -0.008 -0.023 -0.0782
H -4.41631 -1.98670 2.56004 -0.003 -0.006 -0.008 0.4153
H -6.81156 -2.03229 1.93372 0.001 0.000 -0.006 0.3584
H -7.59216 -0.72043 -0.02248 0.002 -0.006 0.000 0.3790
H -5.98637 0.62245 -1.32223 0.005 -0.015 -0.002 0.5515
H -2.29187 2.31081 -3.56206 -0.009 0.008 0.006 0.0729
H -2.54054 1.61421 -5.88311 0.001 -0.008 -0.003 0.3863
H -3.67857 -0.52013 -6.43807 0.023 -0.012 0.003 0.3527
H -4.49673 -1.96879 -4.59786 0.002 0.000 -0.003 0.3361
H -4.23814 -1.26926 -2.26829 -0.023 -0.003 0.011 0.3234
```
Forces are in eV/Å.

**Energy above the lowest of the compared OMol25 structures with the same formula, charge and spin**: 9.1 kcal/mol
**Charge**: -2
**Gap between HOMO and LUMO**: 5.10 eV

Look up the charge of the second one. -2

gap between HOMO and LUMO of number 2 (C35H30ClIMgNO8P3S2)? 5.10 eV

Among the records above, which one has the lowest energy above the lowest of the compared OMol25 structures with the same formula, charge and spin? C35H30BrClMgN5O13P